No. 1
Here is a single C3H10O3P2 molecule from OMol25. Energies are from the ωB97M-V functional and the def2-TZVPD basis.

The SMILES is C[P@@H](=O)OP(C)(C)=O. The electronic energy comes out at -1028.80411 a.u. The lowest unoccupied orbital energy is 0.8 eV. Its energy relative to the best compared isomer or geometry (same formula, charge and spin) is 1.8039 eV.

Last column: natural (NBO) charge in e.
Atoms and positions in Å:
C: 2.470 -1.283 -0.605  -0.925
P: 1.948 0.055 0.664  1.893
O: 2.180 1.395 0.246  -1.048
O: 0.148 -0.420 0.911  -1.078
P: -0.905 -0.101 -0.214  2.155
C: -0.938 1.619 -0.641  -1.067
C: -2.481 -0.375 0.808  -0.962
O: -0.875 -0.958 -1.413  -1.105
H: 2.027 -0.661 -1.438  0.264
H: 3.488 -1.350 -0.841  0.245
H: 2.048 -2.173 -0.299  0.246
H: 2.236 -0.331 1.998  -0.082
H: -0.692 2.341 0.147  0.257
H: -0.396 1.795 -1.609  0.269
H: -2.020 1.825 -0.648  0.253
H: -3.343 -0.254 0.261  0.229
H: -2.408 -1.377 1.012  0.234
H: -2.486 0.255 1.662  0.225

---

No. 2
Here is 3 unconnected molecules or ions with the total composition C3H10O3S from OMol25. Energies are from the ωB97M-V functional and the def2-TZVPD basis.

The SMILES is O=CCCS.O.O. The electronic energy comes out at -744.15300 a.u. The lowest unoccupied orbital energy is 0.3 eV. Its energy relative to the best compared isomer or geometry (same formula, charge and spin) is 1.3319 eV.

Last column: natural (NBO) charge in e.
Atoms and positions in Å:
O: -2.522 0.799 0.806  -0.552
C: -1.342 0.632 1.120  0.461
C: -0.185 0.560 0.174  -0.594
C: 0.465 -0.825 0.137  -0.444
S: 1.975 -0.845 -1.183  -0.123
H: -1.134 0.474 2.221  0.117
H: 0.632 1.273 0.314  0.268
H: -0.685 0.783 -0.803  0.257
H: 0.756 -1.380 1.090  0.225
H: -0.327 -1.528 -0.324  0.224
H: 0.941 -0.643 -2.012  0.152
O: -2.345 -0.193 -1.974  -0.965
H: -2.837 0.550 -2.386  0.476
H: -2.652 -0.209 -1.036  0.489
O: 2.831 0.405 1.470  -0.925
H: 2.783 -0.534 1.155  0.467
H: 3.646 0.683 1.228  0.465